# 1
The following is a DFT calculation (wB97M-V/def2-TZVPD) of C19H21N7O3 in the gas phase at a distorted geometry.

Summary:
Gap between HOMO and LUMO = 8.49 eV
Structure (SMILES) = CCNc1nc(Oc2ccc(=O)n(-c3ccccc3)n2)nc(N2CCOCC2)n1
Calculated total energy = -36617.5337 eV
ΔE to the lowest compared entry with this formula, charge and spin = 0.00 kJ/mol
LUMO level = 0.08 eV

```
! RIJCOSX wB97M-V def2-TZVPD def2/J DEFGRID3
* xyz 0 1
C -4.28 -4.57 1.34
C -4.08 -4.02 -0.07
N -4.31 -2.60 -0.13
C -3.33 -1.68 -0.22
N -2.08 -2.11 -0.42
C -1.19 -1.15 -0.52
O 0.08 -1.57 -0.68
C 1.04 -0.64 -0.95
C 0.88 0.34 -1.97
C 1.92 1.18 -2.19
C 3.16 1.09 -1.44
O 4.12 1.80 -1.62
N 3.15 0.06 -0.49
C 4.30 -0.23 0.30
C 4.54 -1.56 0.63
C 5.64 -1.89 1.40
C 6.50 -0.90 1.84
C 6.25 0.42 1.52
C 5.15 0.76 0.76
N 2.13 -0.75 -0.27
N -1.42 0.15 -0.45
C -2.70 0.48 -0.26
N -3.01 1.78 -0.24
C -4.32 2.26 0.12
C -4.25 2.96 1.48
O -3.29 3.99 1.47
C -2.01 3.49 1.17
C -1.99 2.81 -0.21
N -3.69 -0.40 -0.13
H -4.10 -5.64 1.35
H -5.29 -4.38 1.68
H -3.58 -4.09 2.03
H -4.77 -4.51 -0.77
H -3.05 -4.18 -0.40
H -5.22 -2.24 0.09
H -0.03 0.39 -2.54
H 1.89 1.95 -2.95
H 3.86 -2.32 0.27
H 5.83 -2.93 1.64
H 7.36 -1.16 2.44
H 6.91 1.20 1.87
H 4.96 1.80 0.51
H -5.00 1.41 0.15
H -4.65 2.98 -0.64
H -5.20 3.43 1.72
H -4.00 2.22 2.25
H -1.33 4.35 1.18
H -1.69 2.77 1.93
H -1.02 2.35 -0.40
H -2.22 3.55 -0.98
*
```

=====

# 2
The following is a DFT calculation (wB97M-V/def2-TZVPD) of C19H21N8O2S2Y as an isolated structure.

Summary:
Gap between HOMO and LUMO = 8.28 eV
Calculated total energy = -58766.0842 eV
ΔE to the lowest compared entry with this formula, charge and spin = 0.00 kJ/mol
LUMO level = -6.33 eV

```
! RIJCOSX wB97M-V def2-TZVPD def2/J DEFGRID3
* xyz 2 1
Y -0.20 0.52 -0.37
O -0.98 3.84 1.69
C -0.86 3.30 0.61
N 0.27 2.69 0.08
C 1.51 2.94 0.66
O 1.78 3.69 1.56
C 2.59 2.08 0.04
C 3.91 2.48 0.10
C 4.88 1.68 -0.48
C 4.49 0.48 -1.08
C 3.15 0.14 -1.06
N 2.20 0.92 -0.52
C -2.06 3.09 -0.28
C -3.11 3.98 -0.27
C -4.19 3.73 -1.10
C -4.19 2.58 -1.88
C -3.12 1.71 -1.79
N -2.05 1.96 -1.02
H 4.15 3.42 0.59
H 5.92 1.97 -0.48
H 5.21 -0.17 -1.55
H 2.81 -0.79 -1.51
H -3.06 4.85 0.37
H -5.02 4.42 -1.15
H -5.02 2.35 -2.54
H -3.10 0.79 -2.36
N 0.00 0.99 2.39
N -1.21 0.80 3.09
C -2.19 0.02 2.62
N -3.29 -0.06 3.34
S -2.07 -0.86 1.16
H 0.74 0.54 2.93
H 0.19 2.00 2.42
H -1.35 1.36 3.92
H -3.40 0.40 4.23
H -4.05 -0.62 3.00
C 0.29 -5.84 -2.25
C 0.40 -4.50 -1.62
C 0.99 -4.25 -0.41
C 1.02 -2.93 0.07
N 0.51 -1.92 -0.64
C -0.08 -2.17 -1.82
S -0.76 -0.90 -2.71
N -0.12 -3.44 -2.29
C 1.61 -2.59 1.39
H 0.81 -6.59 -1.66
H 0.70 -5.83 -3.26
H -0.76 -6.13 -2.32
H 1.42 -5.05 0.17
H -0.57 -3.59 -3.19
H 2.15 -3.43 1.82
H 0.81 -2.30 2.07
H 2.29 -1.74 1.28
*
```

=====

# 3
The following is a DFT calculation (wB97M-V/def2-TZVPD) of C19H22BrFN4O2S in the gas phase at a distorted geometry.

Summary:
Gap between HOMO and LUMO = 7.19 eV
Structure (SMILES) = N[C@@H]1NN[C@@H]2C[C@@H](c3ccc(NS(=O)(=O)c4cc(Br)ccc4F)cc3)CC[C@H]12
Calculated total energy = -113707.7770 eV
LUMO level = -0.15 eV

```
! RIJCOSX wB97M-V def2-TZVPD def2/J DEFGRID3
* xyz 0 1
N 3.29 -2.73 -4.20
C 2.72 -3.43 -3.09
N 1.39 -3.60 -3.61
N 0.54 -2.53 -3.20
C 1.09 -2.04 -1.91
C 0.92 -0.55 -1.80
C 1.82 0.15 -0.73
C 1.08 0.48 0.54
C 0.70 -0.52 1.42
C -0.02 -0.21 2.59
C -0.40 1.09 2.91
N -1.12 1.41 4.04
S -2.80 1.12 4.03
O -3.03 -0.34 4.01
O -3.29 1.66 5.28
C -3.48 1.98 2.59
C -3.96 3.30 2.71
C -4.38 4.04 1.61
Br -4.95 5.86 1.83
C -4.46 3.44 0.39
C -4.04 2.12 0.24
C -3.56 1.39 1.31
F -3.09 0.14 1.09
C -0.07 2.11 1.98
C 0.63 1.79 0.81
C 3.16 -0.58 -0.42
C 3.58 -1.46 -1.58
C 2.56 -2.59 -1.83
H 2.71 -1.90 -4.38
H 3.26 -3.35 -4.97
H 3.21 -4.38 -2.88
H 1.38 -3.70 -4.59
H -0.46 -2.77 -3.14
H 0.53 -2.47 -1.09
H -0.13 -0.38 -1.56
H 1.13 -0.13 -2.77
H 2.09 1.10 -1.16
H 0.90 -1.55 1.15
H -0.25 -1.03 3.30
H -0.81 0.94 4.88
H -3.92 3.78 3.67
H -4.86 4.00 -0.47
H -4.04 1.73 -0.77
H -0.36 3.12 2.21
H 0.85 2.61 0.15
H 3.98 0.13 -0.21
H 3.09 -1.24 0.49
H 3.63 -0.79 -2.46
H 4.60 -1.93 -1.43
H 2.66 -3.29 -0.99
*
```

=====

# 4
The following is a DFT calculation (wB97M-V/def2-TZVPD) of C19H22ClFN4O3 as an isolated structure at a distorted geometry.

Summary:
Gap between HOMO and LUMO = 9.09 eV
Calculated total energy = -47384.9414 eV
ΔE to the lowest compared entry with this formula, charge and spin = 1743.89 kJ/mol
LUMO level = 0.28 eV

```
! RIJCOSX wB97M-V def2-TZVPD def2/J DEFGRID3
* xyz 0 1
C -6.84 -0.42 1.54
H -6.69 0.52 1.38
H -7.64 -0.66 2.42
H -7.26 -0.90 0.58
C -5.48 -1.40 1.69
C -4.46 -1.07 0.71
N -3.35 -0.26 0.83
O -2.66 -0.64 -0.23
C -3.33 -1.36 -1.10
C -4.59 -1.72 -0.56
H -5.28 -2.31 -0.72
C -2.69 -1.58 -2.38
N -1.37 -1.59 -2.59
C -0.72 -0.35 -2.60
O -1.09 0.43 -3.37
C 0.75 -0.23 -2.10
H 1.25 0.48 -2.72
H 1.20 -1.25 -2.29
C 0.51 -0.16 -0.49
N 1.72 0.83 -0.02
C 1.48 1.13 1.23
C 1.15 0.25 2.36
N 0.59 -1.07 1.70
C 0.37 -1.12 0.34
O 0.08 -2.63 -0.02
H 0.37 -1.96 2.18
H 0.32 0.44 2.77
H 1.95 -0.25 2.98
H 2.30 1.92 1.59
H 0.50 1.93 1.10
C 3.01 -0.04 -0.06
C 4.19 0.92 -0.12
C 4.31 1.89 -1.12
C 5.36 2.86 -1.28
C 6.16 3.02 -0.10
C 5.88 2.17 1.26
C 4.97 1.03 1.01
Cl 4.68 0.44 2.46
H 6.57 2.28 1.98
H 6.98 3.86 0.14
H 5.34 3.62 -2.09
F 3.66 1.99 -2.16
H 3.22 -0.69 0.58
H 3.10 -0.41 -1.27
H -0.17 0.54 -0.40
H -1.10 -2.17 -1.79
H -3.28 -2.42 -2.98
H -3.24 -0.67 -3.29
H -5.06 -0.99 2.88
H -5.63 -2.24 2.11
*
```

=====

# 5
The following is a DFT calculation (wB97M-V/def2-TZVPD) of C19H22ClN3OS in the gas phase.

Summary:
Gap between HOMO and LUMO = 8.99 eV
Structure (SMILES) = CCC(CC)NC(=O)c1cc2c(C)nn(Cc3ccccc3Cl)c2s1
Calculated total energy = -49936.3376 eV
ΔE to the lowest compared entry with this formula, charge and spin = 8.45 kJ/mol
LUMO level = 0.68 eV

```
! RIJCOSX wB97M-V def2-TZVPD def2/J DEFGRID3
* xyz 0 1
C 2.66 3.09 -3.23
C 3.59 1.89 -3.24
C 2.84 0.57 -3.01
C 3.77 -0.64 -3.10
C 3.02 -1.95 -2.96
N 2.18 0.60 -1.72
C 0.84 0.51 -1.57
O 0.07 0.41 -2.51
C 0.35 0.56 -0.19
C 0.99 0.62 1.02
C 0.08 0.64 2.10
C -0.04 0.68 3.51
C 1.04 0.73 4.52
N -1.31 0.65 3.85
N -2.05 0.62 2.72
C -3.49 0.53 2.76
C -3.94 -0.72 2.06
C -3.55 -1.96 2.57
C -3.90 -3.13 1.94
C -4.64 -3.09 0.77
C -5.04 -1.88 0.24
C -4.68 -0.70 0.89
Cl -5.19 0.80 0.19
C -1.25 0.60 1.65
S -1.41 0.52 -0.06
H 1.90 2.99 -4.00
H 2.16 3.18 -2.27
H 3.22 4.01 -3.42
H 4.36 2.00 -2.47
H 4.10 1.83 -4.20
H 2.03 0.48 -3.74
H 4.28 -0.61 -4.07
H 4.54 -0.56 -2.33
H 2.52 -2.01 -2.00
H 2.26 -2.04 -3.74
H 3.70 -2.80 -3.05
H 2.77 0.69 -0.91
H 2.06 0.65 1.14
H 1.64 1.63 4.39
H 0.61 0.74 5.52
H 1.70 -0.14 4.43
H -3.92 1.42 2.28
H -3.77 0.52 3.82
H -2.97 -1.98 3.48
H -3.58 -4.08 2.35
H -4.91 -4.01 0.26
H -5.61 -1.84 -0.67
*
```

=====

# 6
The following is a DFT calculation (wB97M-V/def2-TZVPD) of C19H22CoIN4O4S2 as an isolated structure at a distorted geometry.

Summary:
Gap between HOMO and LUMO (spin up / spin down) = 5.71 / 5.86 eV
Calculated total energy = -101611.6708 eV
ΔE to the lowest compared entry with this formula, charge and spin = 242.22 kJ/mol
LUMO level (spin up / spin down) = 1.81 / 1.81 eV

```
! RIJCOSX wB97M-V def2-TZVPD def2/J DEFGRID3
* xyz -1 2
Co -0.96 -0.21 0.04
N 1.14 -0.13 -0.03
C 1.58 0.39 1.26
C 3.06 0.23 1.50
C 3.88 0.96 0.44
C 3.78 2.49 0.53
N 2.47 3.08 0.17
C 1.96 3.09 -1.06
N 2.74 2.75 -2.11
N 0.69 3.50 -1.25
C 0.71 -0.22 2.40
O 1.21 -0.26 3.53
O -0.45 -0.53 2.03
H 1.42 -1.10 -0.21
H 1.50 0.42 -0.81
H 1.30 1.44 1.29
H 3.33 -0.83 1.49
H 3.29 0.59 2.50
H 3.60 0.63 -0.56
H 4.94 0.71 0.57
H 4.55 2.97 -0.08
H 3.97 2.80 1.56
H 1.77 3.13 0.90
H 3.74 2.79 -2.02
H 2.38 2.94 -3.03
H -0.06 3.15 -0.57
H 0.34 3.37 -2.19
S -3.21 -0.09 -0.23
C -3.55 1.63 -0.23
C -4.88 2.08 -0.27
C -5.20 3.42 -0.26
C -4.19 4.38 -0.21
C -2.87 3.96 -0.19
C -2.54 2.61 -0.21
S -0.86 2.07 -0.21
H -5.67 1.33 -0.31
H -6.24 3.74 -0.28
H -4.42 5.44 -0.18
H -2.07 4.69 -0.16
I -2.27 -8.86 0.39
C -1.52 -6.93 0.04
C -0.32 -6.78 -0.63
C 0.17 -5.50 -0.85
C -0.54 -4.39 -0.42
C -1.75 -4.56 0.24
C -2.24 -5.83 0.49
C 0.01 -2.99 -0.64
O 1.25 -2.86 -0.73
O -0.86 -2.08 -0.70
H 0.23 -7.65 -0.97
H 1.12 -5.35 -1.35
H -2.30 -3.68 0.56
H -3.18 -5.96 1.02
*
```

=====

# 7
The following is a DFT calculation (wB97M-V/def2-TZVPD) of C19H22FN3OS in the gas phase at a distorted geometry.

Summary:
Gap between HOMO and LUMO = 8.35 eV
Structure (SMILES) = O=C(CCSCc1ccccc1F)N1CCN(c2ccccn2)CC1
Calculated total energy = -40113.9451 eV
ΔE to the lowest compared entry with this formula, charge and spin = 1668.79 kJ/mol
LUMO level = 0.65 eV

```
! RIJCOSX wB97M-V def2-TZVPD def2/J DEFGRID3
* xyz 0 1
O 1.77 1.03 1.11
C 1.21 0.00 1.12
C 1.74 -1.51 1.42
C 1.73 -2.14 0.21
S 1.63 -1.39 -1.45
C 3.36 -1.20 -1.87
C 3.94 0.04 -0.97
C 3.53 1.32 -1.07
C 4.01 2.39 -0.79
C 4.87 2.41 0.50
C 5.18 0.86 0.83
C 4.73 -0.27 0.08
F 5.04 -1.44 0.50
N -0.13 0.12 0.96
C -1.16 -1.10 1.09
C -1.93 -1.44 -0.19
N -2.61 -0.28 -0.57
C -3.86 0.08 -0.55
C -4.50 1.06 -0.87
C -5.97 1.43 -0.57
C -6.57 0.47 0.16
C -5.72 -0.90 0.41
N -4.53 -0.94 0.06
C -1.60 0.87 -0.79
C -0.96 1.28 0.61
H 1.45 -1.85 2.29
H 2.85 -1.18 1.70
H 0.72 -2.96 0.38
H 2.60 -2.98 0.32
H 3.37 -1.14 -2.80
H 3.83 -2.03 -1.58
H 2.84 1.48 -2.16
H 3.55 3.51 -0.81
H 5.25 2.98 1.19
H 5.73 0.83 1.91
H -1.98 -0.96 1.67
H -0.64 -1.94 1.48
H -1.18 -1.60 -0.80
H -2.64 -1.96 -0.38
H -4.00 2.15 -1.20
H -6.42 2.22 -0.84
H -7.64 0.28 0.51
H -6.17 -1.89 0.94
H -0.68 0.70 -1.63
H -2.04 1.94 -1.22
H -1.74 1.55 1.11
H -0.28 2.10 0.56
*
```

=====

# 8
The following is a DFT calculation (wB97M-V/def2-TZVPD) of C19H22FN5O3S2 in the gas phase at a distorted geometry.

Summary:
Gap between HOMO and LUMO = 8.84 eV
Structure (SMILES) = O=C(Nc1nnc(SCCN2CCOCC2)s1)[C@H]1CC(=O)N(c2ccc(F)cc2)C1
Calculated total energy = -58040.9195 eV
LUMO level = 0.17 eV

```
! RIJCOSX wB97M-V def2-TZVPD def2/J DEFGRID3
* xyz 0 1
O -2.81 -3.93 1.40
C -2.34 -3.08 0.68
N -0.98 -2.87 0.72
C -0.12 -2.01 0.09
N 1.15 -2.11 0.29
N 1.88 -1.21 -0.36
C 1.19 -0.39 -1.07
S 1.82 0.88 -2.04
C 3.60 0.64 -1.73
C 4.02 1.19 -0.38
N 5.45 1.01 -0.21
C 5.79 -0.31 0.30
C 7.31 -0.46 0.30
O 7.92 0.53 1.09
C 7.58 1.81 0.62
C 6.06 2.02 0.63
S -0.55 -0.68 -0.99
C -3.18 -2.22 -0.24
C -4.51 -2.88 -0.59
C -5.49 -1.73 -0.71
O -6.58 -1.79 -1.23
N -4.93 -0.64 -0.11
C -5.52 0.61 0.06
C -5.06 1.49 1.04
C -5.63 2.74 1.20
C -6.67 3.11 0.37
F -7.22 4.33 0.52
C -7.15 2.27 -0.61
C -6.57 1.02 -0.77
C -3.63 -0.94 0.48
H -0.49 -3.51 1.34
H 4.11 1.17 -2.54
H 3.79 -0.43 -1.81
H 3.44 0.69 0.42
H 3.79 2.26 -0.35
H 5.34 -1.07 -0.33
H 5.41 -0.45 1.33
H 7.60 -1.42 0.74
H 7.68 -0.40 -0.73
H 8.07 2.52 1.29
H 7.95 1.95 -0.40
H 5.84 3.01 0.23
H 5.70 1.96 1.67
H -2.63 -1.98 -1.14
H -4.83 -3.54 0.22
H -4.48 -3.47 -1.51
H -4.26 1.20 1.71
H -5.28 3.41 1.97
H -7.96 2.58 -1.25
H -6.94 0.35 -1.53
H -3.73 -1.12 1.56
H -2.94 -0.10 0.31
*
```

=====

# 9
The following is a DFT calculation (wB97M-V/def2-TZVPD) of C19H22IrN2O2S3 as an isolated structure at a distorted geometry.

Summary:
Gap between HOMO and LUMO (spin up / spin down) = 6.23 / 6.01 eV
Calculated total energy = -62435.3582 eV
LUMO level (spin up / spin down) = -14.82 / -15.11 eV

```
! RIJCOSX wB97M-V def2-TZVPD def2/J DEFGRID3
* xyz 4 2
Ir -0.51 -0.54 0.19
C 1.76 -0.47 2.55
C 2.04 -1.85 2.00
S 1.42 -2.14 0.29
C 0.70 -3.81 0.39
C -0.23 -4.09 1.55
S -1.43 -2.75 1.86
C -1.03 -2.21 3.55
C -0.95 -0.71 3.68
S 0.06 0.21 2.48
H 2.35 0.27 2.01
H 2.07 -0.43 3.60
H 1.67 -2.65 2.64
H 3.12 -1.97 1.95
H 1.54 -4.51 0.41
H 0.19 -3.94 -0.57
H 0.29 -4.32 2.48
H -0.82 -4.98 1.30
H -0.15 -2.73 3.92
H -1.87 -2.54 4.17
H -0.56 -0.44 4.67
H -1.94 -0.25 3.59
O 4.91 5.11 -1.59
C 4.12 4.56 -2.41
O 4.20 4.48 -3.62
C 2.88 3.74 -2.01
C 1.64 4.06 -2.57
C 0.54 3.28 -2.28
C 0.67 2.12 -1.51
C 1.93 1.82 -0.94
C 3.04 2.59 -1.22
N -0.38 1.20 -1.29
C -1.44 1.21 -2.03
C -2.56 0.33 -1.81
C -3.70 0.46 -2.59
C -4.79 -0.37 -2.34
C -4.70 -1.32 -1.33
C -3.52 -1.40 -0.59
N -2.48 -0.60 -0.83
H 4.73 5.13 -0.64
H 1.52 4.91 -3.22
H -0.41 3.58 -2.71
H 2.03 0.95 -0.31
H 4.01 2.32 -0.82
H -1.53 1.89 -2.86
H -3.74 1.21 -3.37
H -5.70 -0.27 -2.91
H -5.51 -2.00 -1.12
H -3.43 -2.12 0.20
*
```

=====

# 10
The following is a DFT calculation (wB97M-V/def2-TZVPD) of C19H22N2O3 in the gas phase.

Summary:
Gap between HOMO and LUMO = 8.99 eV
Structure (SMILES) = COc1ccc(Cn2c(CCCO)nc3ccccc32)cc1OC
Calculated total energy = -29182.7971 eV
ΔE to the lowest compared entry with this formula, charge and spin = 169.18 kJ/mol
LUMO level = 0.68 eV

```
! RIJCOSX wB97M-V def2-TZVPD def2/J DEFGRID3
* xyz 0 1
C -5.57 -0.16 0.11
O -4.36 -0.64 0.65
C -3.23 -0.52 -0.10
C -3.16 0.04 -1.37
C -1.95 0.12 -2.04
C -0.79 -0.36 -1.45
C 0.54 -0.26 -2.16
N 1.60 0.09 -1.25
C 1.83 1.31 -0.67
C 1.03 2.53 -0.93
C -0.14 2.69 0.05
C 0.27 2.40 1.50
O 1.42 3.09 1.91
N 2.82 1.28 0.18
C 3.28 -0.01 0.19
C 4.31 -0.59 0.93
C 4.54 -1.93 0.74
C 3.78 -2.69 -0.15
C 2.75 -2.13 -0.89
C 2.51 -0.78 -0.71
C -0.85 -0.93 -0.18
C -2.05 -1.01 0.50
O -2.20 -1.53 1.75
C -1.05 -1.99 2.43
H -5.53 0.91 -0.09
H -5.84 -0.69 -0.81
H -6.33 -0.36 0.87
H -4.05 0.42 -1.84
H -1.92 0.57 -3.02
H 0.48 0.49 -2.96
H 0.79 -1.22 -2.62
H 1.71 3.39 -0.81
H 0.65 2.53 -1.95
H -0.95 2.02 -0.21
H -0.51 3.72 -0.02
H 0.40 1.32 1.63
H -0.53 2.72 2.17
H 2.18 2.69 1.45
H 4.89 0.00 1.61
H 5.33 -2.42 1.29
H 3.99 -3.74 -0.27
H 2.17 -2.73 -1.57
H 0.05 -1.31 0.26
H -0.32 -1.18 2.57
H -0.58 -2.82 1.90
H -1.40 -2.33 3.40
*
```

=====

Among the records above, which one has the lowest calculated total energy?
C19H22BrFN4O2S

=====

Which formula does entry 6 have?
C19H22CoIN4O4S2

=====

Among the records above, which one has the lowest calculated total energy?
C19H22BrFN4O2S

=====

What is the calculated total energy in the eighth record?
-58040.9195 eV